# 1
DFT (ωB97M-V/def2-TZVPD) results for a structure of composition C24H34N6O2RbS.

Structure (ORCA input):
```
! wB97M-V def2-TZVPD RIJCOSX def2/J DEFGRID3
* xyz -1 1
Rb 0.503 0.160 0.483
O 2.496 -0.201 -1.442
C 2.355 -0.036 -2.689
C 3.299 0.752 -3.436
C 3.162 0.998 -4.778
C 2.078 0.485 -5.506
C 1.155 -0.281 -4.827
C 1.254 -0.564 -3.456
C 0.178 -1.381 -2.905
N 0.033 -1.812 -1.716
C -1.155 -2.604 -1.451
C -1.850 -2.147 -0.178
N -2.414 -0.817 -0.334
C -3.051 -0.304 0.642
C -3.286 -0.813 2.008
C -4.600 -0.730 2.481
C -4.971 -1.191 3.727
C -3.973 -1.727 4.550
C -2.663 -1.774 4.139
C -2.240 -1.291 2.863
O -1.003 -1.266 2.535
H 4.134 1.157 -2.877
H 3.906 1.607 -5.282
H 1.968 0.684 -6.564
H 0.304 -0.689 -5.367
H -0.590 -1.636 -3.655
H -0.848 -3.647 -1.304
H -1.860 -2.579 -2.296
H -1.152 -2.174 0.666
H -2.648 -2.855 0.079
H -3.544 0.649 0.422
H -5.352 -0.302 1.823
H -6.000 -1.136 4.058
H -4.233 -2.099 5.535
H -1.888 -2.162 4.791
N -0.240 2.543 2.279
C -0.278 3.517 1.196
C -1.534 3.292 0.364
C -1.522 3.956 -1.010
C -0.367 3.508 -1.905
N -0.209 2.060 -1.873
H -1.071 2.577 2.855
H 0.577 2.621 2.870
H 0.605 3.349 0.573
H -0.233 4.565 1.529
H -2.407 3.636 0.931
H -1.652 2.215 0.236
H -1.488 5.046 -0.913
H -2.468 3.723 -1.511
H 0.569 3.949 -1.553
H -0.534 3.909 -2.915
H 0.540 1.747 -2.481
H -1.054 1.585 -2.176
C 4.693 -0.729 1.049
N 3.600 -1.498 1.598
C 3.019 -2.570 0.788
C 1.790 -2.978 1.610
N 1.661 -1.877 2.555
C 2.702 -1.029 2.499
S 2.833 0.398 3.377
H 4.410 -0.340 0.066
H 5.576 -1.365 0.951
H 4.915 0.092 1.725
H 3.731 -3.388 0.663
H 2.747 -2.176 -0.198
H 1.940 -3.923 2.139
H 0.895 -3.069 0.994
H 0.752 -1.619 2.949
*
```

Output
- E (Ha) = -1836.353974
- relative energy (zero: lowest compared OMol25 entry of this formula, charge and spin) (kcal/mol) = 0.0
- HOMO level (eV) = -4.37
- Kohn-Sham gap (eV) = 6.59

---

# 2
DFT (ωB97M-V/def2-TZVPD) results for a structure of composition C24H34N6O3Sc.

Structure (ORCA input):
```
! wB97M-V def2-TZVPD RIJCOSX def2/J DEFGRID3
* xyz 1 1
Sc -0.341 -0.042 0.683
C 0.196 3.396 0.220
C 1.493 2.909 0.843
N 1.515 1.460 1.170
C 2.778 0.773 0.817
C 2.692 0.235 -0.590
N 1.538 -0.677 -0.688
C 1.271 -1.178 -2.058
C 1.093 -0.100 -3.121
C 0.256 1.120 -2.747
N -0.829 0.803 -1.804
C -1.875 1.843 -1.807
C -2.647 1.850 -0.503
N -1.746 1.808 0.667
C -1.085 3.098 1.008
H 0.118 2.981 -0.781
H 0.280 4.476 0.086
H 1.700 3.468 1.759
H 2.316 3.121 0.158
H 1.415 1.388 2.178
H 2.917 -0.051 1.524
H 3.640 1.434 0.929
H 3.623 -0.266 -0.870
H 2.546 1.056 -1.293
H 1.759 -1.505 -0.136
H 0.379 -1.802 -1.994
H 2.085 -1.835 -2.374
H 0.645 -0.598 -3.983
H 2.065 0.255 -3.470
H -0.143 1.562 -3.664
H 0.875 1.894 -2.290
H -1.257 -0.066 -2.112
H -2.571 1.704 -2.638
H -1.399 2.807 -1.975
H -3.287 0.967 -0.441
H -3.301 2.725 -0.461
H -2.298 1.548 1.481
H -0.867 3.058 2.076
H -1.809 3.902 0.861
O -3.000 -1.951 -2.197
C -2.596 -3.242 -2.027
C -3.104 -4.158 -2.939
C -2.774 -5.494 -2.826
C -1.940 -5.937 -1.800
C -1.429 -5.023 -0.903
C -1.736 -3.661 -1.000
C -1.109 -2.695 -0.074
O -1.532 -1.428 -0.150
N -0.183 -3.075 0.745
N 0.200 -1.981 1.542
C 0.704 -2.256 2.682
C 0.946 -1.209 3.671
C 1.794 -1.461 4.758
C 1.974 -0.525 5.754
C 1.260 0.672 5.693
C 0.387 0.929 4.651
C 0.224 0.000 3.620
O -0.600 0.272 2.604
H -2.753 -1.488 -1.375
H -3.768 -3.801 -3.715
H -3.182 -6.202 -3.536
H -1.695 -6.987 -1.708
H -0.772 -5.344 -0.105
H 0.897 -3.300 2.923
H 2.313 -2.412 4.804
H 2.644 -0.722 6.579
H 1.376 1.408 6.479
H -0.198 1.841 4.621
*
```

Output
- E (Ha) = -2249.926981
- relative energy (zero: lowest compared OMol25 entry of this formula, charge and spin) (kcal/mol) = 0.4
- HOMO level (eV) = -10.66
- Kohn-Sham gap (eV) = 8.09

---

# 3
DFT (ωB97M-V/def2-TZVPD) results for an isolated molecule of C24H34NO6P.

Structure (ORCA input):
```
! wB97M-V def2-TZVPD RIJCOSX def2/J DEFGRID3
* xyz 0 1
C 2.893 0.805 0.165
C 3.150 -0.123 1.166
C 2.657 -1.433 1.053
C 1.941 -1.804 -0.096
C 1.700 -0.864 -1.089
C 2.147 0.442 -0.943
C 1.788 1.447 -1.986
H 3.257 1.816 0.226
O 3.855 0.146 2.298
C 4.547 1.369 2.376
H 3.862 2.222 2.426
H 5.225 1.500 1.527
H 5.124 1.319 3.297
O 2.976 -2.322 2.055
C 1.889 -2.917 2.731
H 1.285 -3.536 2.063
H 1.251 -2.156 3.196
H 2.330 -3.539 3.507
O 1.518 -3.102 -0.162
C 0.884 -3.542 -1.339
H 0.676 -4.599 -1.179
H -0.055 -3.007 -1.518
H 1.537 -3.431 -2.210
H 1.161 -1.132 -1.983
O 2.528 2.628 -1.869
H 1.916 1.002 -2.988
H 2.086 3.292 -2.419
P -0.014 2.012 -1.947
O -0.217 2.935 -3.065
O -0.206 2.847 -0.599
C -0.082 2.424 0.756
C 0.783 3.439 1.499
C 0.919 3.030 2.962
C -0.455 2.933 3.619
C -1.336 1.942 2.865
C -1.465 2.347 1.399
H -2.085 1.634 0.853
H -1.938 3.328 1.320
H -2.326 1.898 3.322
H -0.894 0.944 2.926
H -0.348 2.617 4.659
H -0.930 3.916 3.614
H 1.535 3.760 3.493
H 1.416 2.059 3.023
H 0.312 4.421 1.422
H 1.759 3.499 1.015
H 0.406 1.445 0.799
C -1.133 0.581 -1.956
C -1.299 -0.326 -0.916
C -2.170 -1.387 -1.038
C -2.908 -1.598 -2.216
N -3.745 -2.670 -2.350
C -3.968 -3.565 -1.241
H -4.418 -3.049 -0.385
H -4.638 -4.363 -1.548
H -3.029 -4.022 -0.918
C -4.587 -2.790 -3.515
H -5.246 -1.922 -3.628
H -3.984 -2.891 -4.421
H -5.208 -3.678 -3.425
C -2.731 -0.671 -3.258
C -1.863 0.388 -3.123
H -1.739 1.099 -3.925
H -3.276 -0.775 -4.181
H -2.277 -2.056 -0.200
H -0.742 -0.217 0.002
*
```

Output
- E (Ha) = -1782.500613
- relative energy (zero: lowest compared OMol25 entry of this formula, charge and spin) (kcal/mol) = 3.0
- HOMO level (eV) = -8.07
- Kohn-Sham gap (eV) = 8.53
- SMILES = COc1cc([C@H](O)[P@](=O)(OC2CCCCC2)c2ccc(N(C)C)cc2)cc(OC)c1OC

---

# 4
DFT (ωB97M-V/def2-TZVPD) results for a structure of composition C24H35BN9PdS.

Structure (ORCA input):
```
! wB97M-V def2-TZVPD RIJCOSX def2/J DEFGRID3
* xyz 3 5
Pd -0.067 0.065 -0.144
C 3.120 0.972 -1.498
C 3.099 -0.233 -0.627
C 4.128 -1.093 -0.247
C 3.568 -2.000 0.643
C 4.227 -3.124 1.355
N 2.260 -1.684 0.767
N 1.977 -0.613 0.002
B 1.188 -2.301 1.685
N 0.628 -1.210 2.608
N 0.097 -0.046 2.142
C -0.229 0.709 3.190
C -0.836 2.065 3.101
C 0.111 0.026 4.362
C 0.650 -1.186 3.957
C 1.182 -2.273 4.819
N 0.015 -2.819 0.795
N -0.707 -1.993 0.026
C -1.715 -2.681 -0.599
C -2.707 -1.989 -1.465
C -1.603 -3.999 -0.231
C -0.488 -4.066 0.670
C 0.058 -5.243 1.346
H 4.033 1.021 -2.085
H 3.060 1.877 -0.889
H 2.257 0.975 -2.180
H 5.159 -1.047 -0.554
H 5.276 -3.178 1.078
H 3.760 -4.079 1.105
H 4.163 -3.003 2.437
H 1.641 -3.194 2.312
H -0.611 2.545 2.151
H -0.454 2.687 3.908
H -1.920 2.016 3.223
H -0.016 0.370 5.375
H 1.038 -2.013 5.864
H 2.249 -2.426 4.648
H 0.680 -3.223 4.626
H -2.394 -0.960 -1.640
H -3.685 -1.977 -0.982
H -2.822 -2.502 -2.419
H -2.235 -4.820 -0.533
H -0.494 -6.138 1.070
H 0.014 -5.119 2.434
H 1.115 -5.380 1.092
C -3.052 4.039 0.068
C -3.600 2.799 0.364
C -2.793 1.677 0.288
N -1.507 1.755 -0.070
C -0.977 2.953 -0.360
C -1.715 4.119 -0.300
H -3.655 4.935 0.132
H -4.635 2.701 0.657
H -3.177 0.697 0.536
H 0.075 2.974 -0.627
H -1.255 5.070 -0.526
C -1.366 1.581 -5.547
N -0.360 0.550 -5.397
C 0.150 -0.184 -6.563
C 1.139 -1.198 -5.954
N 1.095 -0.844 -4.527
C 0.221 0.121 -4.284
S -0.143 0.801 -2.742
H -1.084 2.245 -6.364
H -1.461 2.158 -4.631
H -2.335 1.139 -5.789
H 0.632 0.518 -7.246
H -0.670 -0.663 -7.096
H 2.147 -1.098 -6.350
H 0.814 -2.227 -6.096
H 1.688 -1.272 -3.834
*
```

Output
- E (Ha) = -1978.319049
- relative energy (zero: lowest compared OMol25 entry of this formula, charge and spin) (kcal/mol) = 18.1
- HOMO level (spin up / spin down) (eV) = -16.32 / -16.24
- ⟨S²⟩ = 6.04
- Kohn-Sham gap (spin up / spin down) (eV) = 8.57 / 3.72

---

# 5
DFT (ωB97M-V/def2-TZVPD) results for a cluster of 2 separate species, C24H35Cl2F8N6O5S2 in total.

Structure (ORCA input):
```
! wB97M-V def2-TZVPD RIJCOSX def2/J DEFGRID3
* xyz 1 1
C 4.411 -2.000 2.376
C 4.735 -0.692 1.696
C 6.161 -0.497 1.291
N 3.927 0.285 1.544
C 2.529 0.120 1.443
C 1.797 1.276 2.137
C 2.061 2.557 1.310
C 0.281 0.910 2.226
C -0.020 -0.190 3.332
Cl 1.472 -0.864 4.106
C -0.914 -1.398 3.042
C -2.414 -1.130 2.884
Cl -0.244 -2.487 1.790
S -0.557 2.471 2.901
O -1.784 2.077 3.535
O -0.609 3.502 1.914
C 0.460 3.091 4.388
F 1.037 2.073 5.031
F 1.376 3.975 4.018
F -0.433 3.673 5.179
N -0.158 0.674 0.823
C -1.580 0.539 0.347
C -2.652 1.504 0.819
C -3.869 1.332 -0.130
C -5.182 1.305 0.640
S -5.551 -0.260 1.492
C -4.989 -1.462 0.377
N -4.470 -2.580 0.742
N -4.199 -3.279 -0.434
C -4.571 -2.522 -1.388
O -5.095 -1.349 -0.967
C 0.678 0.006 -0.014
N 0.188 -0.881 -0.917
N 2.015 0.263 0.010
C 2.797 -0.162 -1.146
F 3.907 0.565 -1.164
F 2.067 0.174 -2.215
C 3.198 -1.681 -1.308
F 2.870 -2.357 -0.192
F 2.530 -2.234 -2.328
F 4.504 -1.804 -1.535
H 4.472 -1.845 3.454
H 3.438 -2.409 2.120
H 5.152 -2.754 2.112
H 6.798 -0.503 2.182
H 6.486 -1.345 0.688
H 6.297 0.457 0.792
H 2.162 -0.847 1.788
H 2.242 1.461 3.107
H 2.023 3.454 1.917
H 3.052 2.490 0.868
H 1.337 2.698 0.510
H -0.494 0.291 4.182
H -0.820 -1.983 3.954
H -2.776 -1.301 1.874
H -2.961 -1.840 3.503
H -2.672 -0.132 3.232
H -1.539 0.690 -0.731
H -1.920 -0.490 0.485
H -2.334 2.541 0.752
H -2.996 1.297 1.826
H -3.745 0.445 -0.748
H -3.903 2.171 -0.827
H -6.018 1.547 -0.016
H -5.163 2.071 1.416
H -4.505 -2.723 -2.443
H 0.479 -1.843 -0.864
H -0.455 -0.607 -1.644
O -1.326 0.785 -3.357
C -0.871 0.474 -4.437
O -1.710 0.211 -5.435
C -1.262 -0.007 -6.786
C -0.867 -1.446 -7.030
C 0.616 0.277 -4.593
H -0.463 0.691 -7.037
H -2.120 0.260 -7.399
H -0.014 -1.741 -6.418
H -0.600 -1.588 -8.077
H -1.696 -2.110 -6.789
H 0.834 -0.727 -4.227
H 1.105 1.011 -3.964
H 1.026 0.377 -5.595
*
```

Output
- E (Ha) = -4155.630222
- relative energy (zero: lowest compared OMol25 entry of this formula, charge and spin) (kcal/mol) = 0.0
- HOMO level (eV) = -11.38
- Kohn-Sham gap (eV) = 7.81

---

# 6
DFT (ωB97M-V/def2-TZVPD) results for a structure of composition C24H35N2O6RuS2Si.

Structure (ORCA input):
```
! wB97M-V def2-TZVPD RIJCOSX def2/J DEFGRID3
* xyz -2 2
Ru 0.254 -0.527 -0.153
O -3.907 -1.413 -0.556
C -2.766 -1.008 -0.795
O -1.872 -0.785 0.083
C -2.434 -0.650 -2.253
C -1.859 0.772 -2.340
C -1.922 1.297 -3.779
C -0.797 0.479 -4.462
C -0.290 -0.364 -3.286
O -0.441 0.552 -2.187
C -1.313 -1.470 -2.974
C -0.690 -2.645 -2.203
O -0.904 -3.786 -2.623
O 0.066 -2.360 -1.216
H -3.372 -0.727 -2.802
H -2.199 1.455 -1.565
H -2.905 1.146 -4.228
H -1.696 2.365 -3.796
H -1.156 -0.150 -5.278
H -0.007 1.126 -4.846
H 0.746 -0.687 -3.337
H -1.704 -1.900 -3.896
S 0.784 1.494 1.041
C 2.511 1.654 0.808
C 3.229 2.648 1.485
C 4.593 2.816 1.310
C 5.289 1.975 0.446
C 4.600 0.974 -0.224
C 3.226 0.799 -0.058
S 2.384 -0.501 -0.888
H 2.689 3.297 2.168
H 5.115 3.598 1.851
H 6.358 2.090 0.306
H 5.128 0.297 -0.886
C 1.183 -3.553 3.700
Si 1.038 -3.191 1.832
C -0.076 -4.536 1.140
C 2.775 -3.433 1.149
C 0.337 -1.476 1.676
H 1.644 -4.529 3.886
H 0.195 -3.552 4.170
H 1.789 -2.790 4.195
H 0.292 -5.530 1.417
H -0.132 -4.461 0.053
H -1.092 -4.427 1.529
H 3.100 -4.470 1.292
H 3.491 -2.774 1.648
H 2.797 -3.197 0.085
H 0.799 -0.836 2.436
H -0.728 -1.571 1.921
C -2.691 2.107 2.375
N -1.984 3.351 2.123
C -1.072 3.749 3.173
C -0.566 5.151 2.912
C 0.086 5.162 1.547
N -0.834 4.679 0.540
C -0.316 4.758 -0.811
C -1.734 3.658 0.800
O -2.363 3.136 -0.104
H -3.406 2.250 3.191
H -1.986 1.315 2.647
H -3.207 1.792 1.474
H -0.225 3.048 3.218
H -1.607 3.690 4.125
H 0.156 5.447 3.677
H -1.401 5.857 2.931
H 0.988 4.534 1.558
H 0.393 6.176 1.267
H -0.354 5.790 -1.174
H -0.906 4.116 -1.456
H 0.720 4.402 -0.838
*
```

Output
- E (Ha) = -2677.450677
- relative energy (zero: lowest compared OMol25 entry of this formula, charge and spin) (kcal/mol) = 12.6
- HOMO level (spin up / spin down) (eV) = -1.18 / -1.22
- ⟨S²⟩ = 0.76
- Kohn-Sham gap (spin up / spin down) (eV) = 5.68 / 5.72

---

The highest relative energy (zero: lowest compared OMol25 entry of this formula, charge and spin) belongs to which entry?
C24H35BN9PdS

---

What is the formula in the fourth record?
C24H35BN9PdS

---

Please write out number 1 again, unchanged.
DFT (ωB97M-V/def2-TZVPD) results for a structure of composition C24H34N6O2RbS.

Structure (ORCA input):
```
! wB97M-V def2-TZVPD RIJCOSX def2/J DEFGRID3
* xyz -1 1
Rb 0.503 0.160 0.483
O 2.496 -0.201 -1.442
C 2.355 -0.036 -2.689
C 3.299 0.752 -3.436
C 3.162 0.998 -4.778
C 2.078 0.485 -5.506
C 1.155 -0.281 -4.827
C 1.254 -0.564 -3.456
C 0.178 -1.381 -2.905
N 0.033 -1.812 -1.716
C -1.155 -2.604 -1.451
C -1.850 -2.147 -0.178
N -2.414 -0.817 -0.334
C -3.051 -0.304 0.642
C -3.286 -0.813 2.008
C -4.600 -0.730 2.481
C -4.971 -1.191 3.727
C -3.973 -1.727 4.550
C -2.663 -1.774 4.139
C -2.240 -1.291 2.863
O -1.003 -1.266 2.535
H 4.134 1.157 -2.877
H 3.906 1.607 -5.282
H 1.968 0.684 -6.564
H 0.304 -0.689 -5.367
H -0.590 -1.636 -3.655
H -0.848 -3.647 -1.304
H -1.860 -2.579 -2.296
H -1.152 -2.174 0.666
H -2.648 -2.855 0.079
H -3.544 0.649 0.422
H -5.352 -0.302 1.823
H -6.000 -1.136 4.058
H -4.233 -2.099 5.535
H -1.888 -2.162 4.791
N -0.240 2.543 2.279
C -0.278 3.517 1.196
C -1.534 3.292 0.364
C -1.522 3.956 -1.010
C -0.367 3.508 -1.905
N -0.209 2.060 -1.873
H -1.071 2.577 2.855
H 0.577 2.621 2.870
H 0.605 3.349 0.573
H -0.233 4.565 1.529
H -2.407 3.636 0.931
H -1.652 2.215 0.236
H -1.488 5.046 -0.913
H -2.468 3.723 -1.511
H 0.569 3.949 -1.553
H -0.534 3.909 -2.915
H 0.540 1.747 -2.481
H -1.054 1.585 -2.176
C 4.693 -0.729 1.049
N 3.600 -1.498 1.598
C 3.019 -2.570 0.788
C 1.790 -2.978 1.610
N 1.661 -1.877 2.555
C 2.702 -1.029 2.499
S 2.833 0.398 3.377
H 4.410 -0.340 0.066
H 5.576 -1.365 0.951
H 4.915 0.092 1.725
H 3.731 -3.388 0.663
H 2.747 -2.176 -0.198
H 1.940 -3.923 2.139
H 0.895 -3.069 0.994
H 0.752 -1.619 2.949
*
```

Output
- E (Ha) = -1836.353974
- relative energy (zero: lowest compared OMol25 entry of this formula, charge and spin) (kcal/mol) = 0.0
- HOMO level (eV) = -4.37
- Kohn-Sham gap (eV) = 6.59